Record 1
{
  "formula": "C3H4N2O2",
  "method": "ωB97M-V with the def2-TZVPD basis set",
  "elements": ["O", "O", "H", "C", "H", "C", "N", "C", "H", "N", "H"],
  "positions_angstrom": [[-1.928, -0.612, 1.314], [2.104, -0.782, -0.983], [-1.770, 1.391, -0.828], [-1.045, 0.641, -0.554], [-1.578, -1.345, 1.836], [-0.976, -0.280, 0.426], [0.163, 0.512, -1.300], [0.867, -0.452, -0.599], [-0.150, 0.181, -2.208], [0.251, -0.937, 0.433], [2.418, -1.443, -0.346]],
  "atomic_forces_ev_per_a": [[0.11, -0.04, 0.28], [-0.16, -0.15, 0.05], [-0.07, -0.27, 0.06], [-0.27, -0.10, 0.27], [-0.04, 0.08, 0.06], [-0.07, 0.22, -0.06], [-0.13, -0.20, 0.10], [-0.26, -0.13, 0.07], [0.89, 0.34, -0.56], [0.04, 0.16, -0.09], [-0.04, 0.09, -0.19]],
  "mulliken_charge": [-0.508, -0.476, 0.407, -0.550, 0.362, 0.539, -0.257, 0.432, 0.280, -0.600, 0.369],
  "total_charge": 0,
  "molar_mass_g_mol": 100.1,
  "smiles": "Oc1c[nH]c(O)n1",
  "energy_ev": -10250.53401,
  "largest_force_ev_per_a": 1.11
}



Record 2
{
  "formula": "C8H15IN3O3",
  "method": "ωB97M-V with the def2-TZVPD basis set",
  "elements": ["H", "H", "H", "H", "H", "C", "C", "N", "H", "C", "O", "C", "N", "H", "C", "H", "O", "C", "H", "H", "H", "H", "O", "I", "H", "H", "H", "C", "C", "N"],
  "positions_angstrom": [[2.638, -0.519, -1.782], [0.296, -1.797, -3.914], [-3.623, 1.267, -0.262], [0.985, -1.340, 1.918], [-0.127, -0.720, 0.712], [0.910, -0.706, 1.041], [-1.885, 1.581, -1.336], [0.862, -1.858, -3.084], [2.866, -1.174, 0.405], [-2.949, 0.877, -1.011], [-1.178, 0.757, 5.740], [1.858, -1.287, -0.004], [1.756, -0.555, -1.282], [1.632, -2.355, -0.088], [1.275, 0.735, 1.406], [-0.259, 1.482, -2.678], [-1.607, -0.418, 3.999], [-0.553, 1.033, -1.721], [-1.087, -0.888, -1.181], [-3.213, -0.062, -1.479], [2.028, 1.181, 0.764], [1.504, -2.632, -3.029], [-1.565, 1.810, 3.804], [2.118, 0.729, 3.398], [0.412, 1.391, 1.439], [0.171, 1.397, -0.987], [-1.953, 2.660, -1.278], [0.712, -0.947, -2.091], [-1.465, 0.764, 4.493], [-0.558, -0.406, -1.913]],
  "atomic_forces_ev_per_a": [[0.04, -0.18, 0.05], [-0.23, -0.06, 0.17], [-0.70, 0.39, -0.62], [-0.31, -0.07, 0.13], [-0.08, -0.19, 0.00], [0.24, 0.32, -0.23], [0.58, 0.23, -0.06], [0.26, -0.19, -0.35], [0.14, -0.01, -0.26], [-0.91, -0.31, 0.10], [-0.04, 0.66, 0.00], [-0.39, 0.45, 1.06], [0.44, -0.63, -0.62], [0.16, -0.04, -0.39], [0.07, -0.16, 0.62], [0.23, -0.04, 0.00], [-0.12, 0.07, -0.89], [-0.52, 0.60, -1.20], [-0.27, 0.05, -0.13], [0.59, -0.63, 0.72], [0.08, -0.13, -0.12], [0.14, 0.18, 0.07], [-0.03, 0.35, -0.44], [-0.04, 0.29, -0.27], [-0.13, -0.01, 0.32], [-0.02, -0.18, 0.16], [0.50, 0.13, 0.96], [-0.48, 0.36, 0.38], [0.41, -1.15, 0.89], [0.38, -0.12, -0.08]],
  "mulliken_charge": [0.312, 0.240, 0.254, 0.724, -0.032, -0.311, -0.353, -0.362, 0.410, -0.783, -0.652, -0.757, -0.064, 0.260, -1.244, 0.335, -0.631, -0.022, 0.299, 0.337, 0.577, 0.202, -0.661, -0.028, 0.450, 0.122, 0.350, -0.261, 0.676, -0.388],
  "total_charge": -1,
  "molar_mass_g_mol": 328.1,
  "energy_ev": -27247.35140,
  "largest_force_ev_per_a": 1.51
}



Record 3
{
  "formula": "C13H42AsF6O12",
  "method": "ωB97M-V with the def2-TZVPD basis set",
  "elements": ["O", "C", "F", "F", "O", "H", "C", "C", "F", "H", "H", "C", "H", "H", "C", "H", "H", "C", "H", "H", "H", "H", "H", "O", "O", "O", "C", "H", "H", "H", "F", "C", "O", "F", "H", "H", "H", "H", "O", "H", "H", "H", "O", "H", "H", "O", "O", "H", "H", "H", "H", "O", "H", "H", "C", "H", "F", "H", "H", "O", "H", "H", "H", "C", "H", "H", "C", "H", "H", "C", "H", "As", "C", "H"],
  "positions_angstrom": [[1.643, -4.099, -2.504], [-2.197, 1.950, 4.124], [-0.732, 1.645, -0.750], [1.379, 1.488, 0.793], [-0.062, -0.922, 4.026], [3.993, 2.214, -2.440], [1.231, -2.921, -1.817], [-3.108, -3.624, -0.189], [-0.909, 0.640, 1.564], [2.627, -1.861, 0.976], [0.822, 0.762, 3.385], [2.971, 4.658, 0.311], [-3.932, -4.336, -0.240], [4.197, -0.532, 1.159], [3.987, 1.417, -1.696], [0.530, -2.288, -2.361], [-2.346, -5.676, -2.134], [4.382, -1.470, 0.636], [-0.291, -1.155, 3.123], [-5.102, 1.137, 0.777], [3.619, 4.529, -0.556], [-0.635, 5.667, -1.708], [-3.827, 1.486, -0.470], [-3.670, -0.095, 0.728], [2.371, 5.889, 0.140], [3.422, -2.371, 1.146], [-1.741, -3.481, 1.530], [-1.759, 0.488, -2.669], [-0.909, 3.242, -1.925], [0.883, -3.033, -0.790], [1.012, -1.018, 0.939], [-1.822, -5.657, -1.179], [-2.361, -1.118, -3.859], [1.165, 0.192, -1.357], [-1.960, 2.191, 3.088], [-3.251, -2.815, -0.905], [3.559, 4.618, 1.228], [-3.035, -1.347, -3.216], [-1.095, -4.161, 0.594], [-1.269, 0.609, -4.336], [2.392, -4.399, -1.983], [1.206, 0.172, 5.049], [-1.281, -3.234, 2.654], [3.283, 1.693, -0.911], [4.164, -1.370, -0.428], [-1.028, 3.868, -2.644], [-2.910, -3.130, 1.107], [-3.547, 3.193, 4.793], [2.084, -2.254, -1.698], [-3.638, 1.948, 1.276], [3.486, 0.584, -2.190], [5.174, 0.989, -1.105], [1.716, 5.992, 0.834], [-2.323, -6.271, -0.430], [1.123, -0.090, 3.994], [-0.164, 5.517, -3.399], [-0.997, -0.845, -0.552], [0.785, 4.735, -2.128], [-1.593, 2.507, 4.841], [-3.494, 2.311, 4.418], [-2.964, 0.800, -3.990], [-2.715, -0.166, 0.797], [-2.091, 0.871, 4.235], [-1.743, -4.206, -0.603], [5.407, -1.789, 0.824], [2.051, -0.453, 3.552], [-4.036, 1.222, 0.567], [-0.781, -5.938, -1.343], [5.862, 0.884, -1.766], [-2.070, 0.254, -3.688], [2.198, 3.891, 0.347], [0.162, 0.359, 0.105], [-0.226, 4.982, -2.451], [-1.269, -3.470, -1.253]],
  "atomic_forces_ev_per_a": [[-0.36, -0.24, 0.15], [1.15, 0.02, -0.22], [-1.12, 1.90, -1.06], [1.20, 1.33, 0.57], [1.19, -0.31, 0.25], [0.76, 0.40, 0.08], [0.66, 1.63, 0.41], [0.07, 0.28, -1.97], [-1.07, 0.04, 1.17], [-1.23, -0.19, 0.32], [0.44, 0.47, 0.17], [0.19, -1.17, -0.10], [-0.06, -0.02, 0.27], [0.46, 0.46, -0.38], [-1.98, -0.63, -0.27], [-0.25, -0.62, -0.30], [-0.07, 0.05, 0.08], [-0.66, 0.16, 0.17], [-0.04, -0.07, -0.34], [-0.40, 0.81, -0.40], [0.05, -0.35, 0.13], [-0.13, 0.21, 0.20], [-0.16, 0.76, -0.04], [0.56, -1.44, 0.66], [-0.70, 2.01, 0.01], [0.71, -0.70, 0.16], [2.78, 0.73, 4.06], [-0.16, 0.03, 0.08], [0.12, -0.58, 0.47], [-0.28, -0.58, -0.07], [0.98, -1.46, 0.81], [0.69, 1.69, 0.56], [0.30, -0.74, -0.41], [1.06, -0.37, -1.44], [0.39, 0.04, 0.05], [-0.70, 0.31, 0.46], [0.23, -0.13, 0.09], [0.14, 0.06, 0.15], [2.66, -1.21, 1.63], [0.10, -0.58, -0.17], [0.05, -0.24, -0.10], [0.60, 0.29, -0.07], [-1.35, -0.88, -3.02], [0.16, 0.09, 0.10], [0.59, 0.42, -0.17], [-0.55, -0.21, -0.58], [-2.18, 0.68, -0.15], [0.22, -0.14, -0.21], [0.23, 0.11, -0.05], [0.46, -0.10, 0.01], [-0.08, -0.17, -0.10], [1.36, 0.43, 0.29], [-0.11, 0.06, -0.08], [0.11, -0.23, -0.14], [-2.00, 0.44, -0.05], [0.04, 0.08, -0.08], [-1.53, -1.51, -0.74], [0.16, -0.09, -0.01], [0.93, -0.37, -0.23], [-2.90, 0.33, 0.50], [-0.06, 0.52, 0.25], [0.57, 0.00, 0.00], [0.21, 0.10, 0.12], [-1.94, -0.35, -1.40], [-0.04, -0.24, -0.05], [-0.15, -0.76, 0.15], [-1.01, -0.04, -0.28], [-0.12, -0.46, 0.00], [-0.13, -0.04, -0.08], [-0.26, 0.68, 0.17], [0.32, -0.49, -0.08], [0.39, 0.11, 0.37], [0.37, 0.34, 0.08], [0.14, -0.40, -0.37]],
  "lowdin_spin": [0.001, 0.006, 0.094, 0.110, 0.003, 0.001, 0.005, 0.004, 0.124, 0.004, 0.003, 0.009, 0.000, 0.002, 0.008, 0.003, 0.000, 0.004, 0.002, 0.000, 0.000, 0.001, 0.002, 0.005, 0.002, 0.006, 0.003, 0.004, 0.006, 0.002, 0.110, 0.001, 0.003, 0.098, 0.004, 0.002, 0.002, 0.001, 0.002, 0.002, 0.000, 0.000, 0.002, 0.004, 0.001, 0.009, 0.002, 0.000, 0.002, 0.002, 0.004, 0.001, 0.002, 0.000, 0.007, 0.000, 0.107, 0.001, 0.001, 0.001, 0.001, 0.003, 0.001, 0.003, 0.000, 0.001, 0.006, 0.000, 0.000, 0.008, 0.005, 0.176, 0.006, 0.002],
  "total_charge": -2,
  "multiplicity": 2,
  "molar_mass_g_mol": 579.4,
  "energy_ev": -115875.30831,
  "s2": 0.75,
  "largest_force_ev_per_a": 4.97
}